[1]
The following is a quantum chemistry calculation of a cluster of 14 separate species, C4H33N3O15P in total, from the OMol25 dataset.

Calculated values
2S+1 = 1
Charge = +1
E_tot = -1806.22907 Eh

Bonds (Å) are listed after each position.
Positions of all 56 atoms, in Å:
1 N -0.008 0.743 0.336  P2 1.539, H11 1.013
2 P -0.260 -0.086 -0.936  N1 1.539, O3 1.582, O4 1.596, C5 1.821
3 O 0.367 0.503 -2.264  P2 1.582, H12 0.973
4 O 0.251 -1.596 -0.855  P2 1.596, H13 0.977
5 C -2.063 -0.201 -1.161  P2 1.821, C6 1.382, N10 1.315
6 C -2.645 -1.320 -1.726  C5 1.382, C7 1.380, H14 1.074
7 C -4.025 -1.328 -1.734  C6 1.380, C8 1.395, H15 1.075
8 C -4.666 -0.209 -1.204  C7 1.395, N9 1.309, H16 1.075
9 N -4.084 0.860 -0.720  C8 1.309, N10 1.321
10 N -2.764 0.818 -0.712  C5 1.315, N9 1.321, H17 1.027
11 H 0.496 0.203 1.029  N1 1.013
12 H 1.103 -0.039 -2.597  O3 0.973
13 H -0.334 -2.098 -0.255  O4 0.977
14 H -2.070 -2.150 -2.093  C6 1.074
15 H -4.584 -2.155 -2.133  C7 1.075
16 H -5.741 -0.210 -1.183  C8 1.075
17 H -2.266 1.637 -0.343  N10 1.027
18 O -0.174 3.746 1.247  H19 0.966, H20 0.962
19 H -0.123 2.915 0.757  O18 0.966
20 H 0.685 4.162 1.128  O18 0.962
21 O 3.532 -0.890 -0.746  H22 0.965, H23 0.959
22 H 3.566 -0.010 -0.350  O21 0.965
23 H 2.597 -1.075 -0.852  O21 0.959
24 O -0.920 6.298 3.155  H25 0.963, H26 0.961
25 H -0.828 5.599 2.499  O24 0.963
26 H -1.212 7.067 2.658  O24 0.961
27 O -1.454 3.193 -1.479  H28 0.964, H29 0.966
28 H -2.195 3.804 -1.403  O27 0.964
29 H -1.409 3.014 -2.427  O27 0.966
30 O -6.582 -2.064 0.285  H31 0.966, H32 0.962
31 H -7.248 -1.516 0.719  O30 0.966
32 H -6.660 -2.906 0.743  O30 0.962
33 O 5.838 -2.893 -0.566  H34 0.965, H35 0.967
34 H 5.096 -2.276 -0.588  O33 0.965
35 H 6.621 -2.326 -0.581  O33 0.967
36 O -2.140 -2.876 0.645  H37 0.964, H38 0.964
37 H -2.718 -2.279 1.135  O36 0.964
38 H -2.188 -3.701 1.141  O36 0.964
39 O 6.672 -2.394 2.229  H40 0.962, H41 0.967
40 H 7.484 -2.891 2.091  O39 0.962
41 H 6.042 -2.827 1.636  O39 0.967
42 O 8.328 -1.143 0.186  H43 0.963, H44 0.962
43 H 9.198 -1.004 -0.201  O42 0.963
44 H 8.301 -0.564 0.955  O42 0.962
45 O -8.443 -1.429 2.555  H46 0.963, H47 0.962
46 H -8.769 -0.526 2.626  O45 0.963
47 H -8.778 -1.864 3.346  O45 0.962
48 O 2.801 1.976 -1.728  H49 0.962, H50 0.964
49 H 3.085 2.725 -2.261  O48 0.962
50 H 1.902 1.777 -2.013  O48 0.964
51 O 8.062 -3.188 5.123  H52 0.961, H53 0.962
52 H 7.525 -2.563 5.618  O51 0.961
53 H 8.013 -2.869 4.217  O51 0.962
54 O -3.071 2.874 -3.878  H55 0.964, H56 0.962
55 H -3.377 3.612 -4.417  O54 0.964
56 H -3.259 2.098 -4.414  O54 0.962

***

[2]
The following is a quantum chemistry calculation of a cluster of 13 separate species, C4H33NO14 in total, from the OMol25 dataset.

Calculated values
2S+1 = 2
Energy above the lowest of the compared OMol25 structures with the same formula, charge and spin = 0.5182 eV
Charge = -1

Bonds (Å) are listed after each position.
Positions of all 52 atoms, in Å:
1 C -1.582 1.493 0.959  O2 1.402, C3 1.536, H8 1.136, H9 1.082
2 O -1.804 0.740 -0.203  C1 1.402, H27 0.969
3 C -0.453 1.040 1.897  C1 1.536, C4 1.494, N7 1.463, H10 1.164
4 C -0.438 -0.430 2.163  C3 1.494, C5 1.524, H11 1.139, H12 1.067
5 C 0.631 -0.910 3.137  C4 1.524, O6 1.390, H13 1.092, H14 1.089
6 O 0.556 -2.293 3.259  C5 1.390
7 N 0.818 1.625 1.472  C3 1.463, H15 1.016, H16 1.034
8 H -2.545 1.398 1.554  C1 1.136
9 H -1.534 2.545 0.710  C1 1.082
10 H -0.648 1.602 2.898  C3 1.164
11 H -0.088 -1.066 1.286  C4 1.139
12 H -1.402 -0.861 2.319  C4 1.067
13 H 1.653 -0.631 2.870  C5 1.092
14 H 0.762 -0.560 4.159  C5 1.089
15 H 1.582 0.975 1.635  N7 1.016
16 H 0.745 1.774 0.451  N7 1.034
17 H -1.208 -4.177 2.972  O19 0.964
18 H -0.588 -2.820 2.455  O19 1.062
19 O -1.305 -3.570 2.230  H17 0.964, H18 1.062
20 H 1.270 2.143 -3.214  O22 0.964
21 H 1.316 -0.970 -1.485  O28 0.971
22 O 1.630 1.573 -2.525  H20 0.964
23 H 1.153 -3.481 2.003  O25 0.985
24 H 1.661 -2.543 0.831  O25 0.965
25 O 1.300 -3.415 1.030  H23 0.985, H24 0.965
26 H 0.023 -1.532 -0.927  O28 0.965
27 H -0.972 0.459 -0.615  O2 0.969
28 O 0.576 -0.742 -0.899  H21 0.971, H26 0.965
29 H 0.225 3.853 0.635  O31 0.972
30 H 0.320 3.932 2.304  O31 0.950
31 O -0.120 4.156 1.492  H29 0.972, H30 0.950
32 H -2.858 -3.031 -0.273  O34 0.971
33 H -2.689 -3.227 1.170  O34 0.983
34 O -3.303 -3.499 0.451  H32 0.971, H33 0.983
35 H 0.909 -0.129 -2.974  O37 0.981
36 H 2.023 -0.847 -3.845  O37 0.959
37 O 1.199 -0.977 -3.371  H35 0.981, H36 0.959
38 H 1.492 2.358 -1.478  O40 1.167
39 H 1.767 3.883 -1.126  O40 0.965
40 O 1.095 3.252 -0.841  H38 1.167, H39 0.965
41 H -1.419 4.196 -2.354  O43 0.961
42 H -0.429 3.066 -2.083  O43 0.976
43 O -1.233 3.283 -2.592  H41 0.961, H42 0.976
44 H -0.069 -3.747 -1.660  O46 0.968
45 H -0.886 -3.508 -0.389  O46 0.969
46 O -0.980 -3.679 -1.338  H44 0.968, H45 0.969
47 H -2.436 1.235 -2.187  O49 0.966
48 H -1.583 0.914 -3.320  O49 0.975
49 O -2.531 0.902 -3.089  H47 0.966, H48 0.975
50 H 2.834 0.370 -2.342  O52 0.986
51 H 4.058 0.110 -1.254  O52 0.955
52 O 3.509 -0.236 -1.956  H50 0.986, H51 0.955

***

[3]
The following is a quantum chemistry calculation of a cluster of 14 separate species, C4H33NO16 in total, from the OMol25 dataset.

Calculated values
2S+1 = 1
Energy above the lowest of the compared OMol25 structures with the same formula, charge and spin = 2.5525 eV
Charge = -2

Bonds (Å) are listed after each position.
Positions of all 54 atoms, in Å:
1 C 0.132 -0.222 0.265  C2 1.542, N5 1.433, H9 1.071, H10 1.112
2 C 1.646 -0.052 0.030  C1 1.542, C3 1.640, H11 1.124, H12 1.045
3 C 1.901 0.451 -1.510  C2 1.640, O4 1.359, H13 1.115, H14 1.136
4 O 1.725 1.772 -1.776  C3 1.359, H53 1.023
5 N -0.234 -0.348 1.646  C1 1.433, C6 1.382, H15 1.055
6 C -0.906 -1.520 1.940  N5 1.382, O7 1.241, O8 1.265
7 O -1.403 -1.644 3.070  C6 1.241
8 O -1.077 -2.367 1.016  C6 1.265
9 H -0.166 -1.070 -0.316  C1 1.071
10 H -0.342 0.601 -0.312  C1 1.112
11 H 2.072 -1.087 0.134  C2 1.124
12 H 2.185 0.567 0.676  C2 1.045
13 H 2.995 0.532 -1.713  C3 1.115
14 H 1.414 -0.320 -2.187  C3 1.136
15 H -0.306 0.539 2.213  N5 1.055
16 H 3.681 -2.698 -0.892  O18 0.918
17 H 3.571 -1.619 -1.776  O18 0.946
18 O 4.129 -1.919 -1.074  H16 0.918, H17 0.946
19 H 0.383 -3.090 0.476  O21 1.005
20 H 1.148 -3.643 -0.768  O21 0.966
21 O 1.207 -3.592 0.195  H19 1.005, H20 0.966
22 H -0.927 1.692 -3.064  O24 0.995
23 H 0.597 1.647 -3.347  O24 0.989
24 O -0.247 1.193 -3.592  H22 0.995, H23 0.989
25 H -1.946 1.048 3.186  O27 1.005
26 H -1.308 2.464 3.262  O27 1.028
27 O -1.243 1.540 3.707  H25 1.005, H26 1.028
28 H -2.231 -2.046 -1.054  O30 1.031
29 H -1.496 -3.435 -0.684  O30 1.023
30 O -1.909 -2.931 -1.473  H28 1.031, H29 1.023
31 H -0.275 3.214 -1.446  O33 0.975
32 H 1.086 3.469 -0.553  O33 1.017
33 O 0.455 3.834 -1.262  H31 0.975, H32 1.017
34 H -2.861 -0.585 3.044  O36 0.896
35 H -3.334 -0.270 1.711  O36 1.044
36 O -3.285 0.115 2.680  H34 0.896, H35 1.044
37 H 0.410 -0.454 -3.916  O39 1.016
38 H -0.148 -1.815 -3.425  O39 0.981
39 O 0.637 -1.444 -3.882  H37 1.016, H38 0.981
40 H 3.164 0.971 1.432  O42 0.987
41 H 3.448 2.298 0.757  O42 1.050
42 O 3.812 1.706 1.544  H40 0.987, H41 1.050
43 H -2.867 2.051 1.345  O45 0.861
44 H -1.904 2.177 0.046  O45 1.020
45 O -2.082 2.245 1.048  H43 0.861, H44 1.020
46 H -3.153 1.381 -1.691  O48 0.984
47 H -4.307 0.498 -1.215  O48 0.877
48 O -4.116 1.181 -1.731  H46 0.984, H47 0.877
49 H 1.928 -1.264 2.143  O51 0.964
50 H 3.136 -2.250 2.285  O51 0.942
51 O 2.856 -1.356 2.388  H49 0.964, H50 0.942
52 H -2.101 3.078 -1.927  O54 0.870
53 H 0.742 2.053 -1.742  O4 1.023
54 O -1.621 2.398 -1.675  H52 0.870

***

[4]
The following is a quantum chemistry calculation of a cluster of 12 separate species, C4H34N3O12 in total, from the OMol25 dataset.

Calculated values
2S+1 = 1
Energy above the lowest of the compared OMol25 structures with the same formula, charge and spin = 1.6114 eV
Charge = -1

Bonds (Å) are listed after each position.
Positions of all 53 atoms, in Å:
1 C -1.178 -0.931 1.425  N2 1.524, C5 1.580, H9 1.073, H10 1.047
2 N -1.824 -0.982 0.046  C1 1.524, C3 1.501, H11 1.053
3 C -1.641 0.296 -0.720  N2 1.501, O4 1.376, H12 1.109, H13 1.120
4 O -0.574 0.231 -1.586  C3 1.376
5 C -0.906 0.477 2.089  C1 1.580, N6 1.523, H14 1.161, H15 1.096
6 N -2.172 1.157 2.593  C5 1.523, C7 1.478, H16 1.117
7 C -2.135 2.633 2.673  N6 1.478, N8 1.457, H17 1.161, H18 1.111
8 N -1.928 3.324 1.407  C7 1.457, H19 0.988, H20 1.054
9 H -0.143 -1.183 1.294  C1 1.073
10 H -1.697 -1.614 2.024  C1 1.047
11 H -1.176 -1.633 -0.469  N2 1.053
12 H -1.605 1.270 -0.190  C3 1.109
13 H -2.524 0.288 -1.409  C3 1.120
14 H -0.261 1.057 1.317  C5 1.161
15 H -0.152 0.482 2.884  C5 1.096
16 H -3.036 0.791 1.988  N6 1.117
17 H -1.327 3.058 3.389  C7 1.161
18 H -3.123 2.818 3.146  C7 1.111
19 H -1.007 3.110 1.120  N8 0.988
20 H -2.587 3.060 0.628  N8 1.054
21 H -0.861 -0.268 -3.149  O23 0.987
22 H -1.728 0.025 -4.461  O23 0.941
23 O -1.063 -0.523 -4.081  H21 0.987, H22 0.941
24 H 0.701 -0.744 -1.435  O26 0.923
25 H 1.750 -0.725 -2.479  O26 1.041
26 O 1.559 -1.073 -1.517  H24 0.923, H25 1.041
27 H -2.948 -2.575 -1.091  O29 0.976
28 H -3.923 -2.344 -2.381  O29 0.940
29 O -3.175 -2.781 -2.017  H27 0.976, H28 0.940
30 H 4.303 -1.455 0.176  O32 0.918
31 H 3.055 -0.759 -0.599  O32 0.967
32 O 3.940 -0.708 -0.214  H30 0.918, H31 0.967
33 H 2.937 0.288 1.059  O35 0.954
34 H 1.728 1.072 0.635  O35 0.975
35 O 2.296 0.902 1.409  H33 0.954, H34 0.975
36 H 3.189 1.474 -1.691  O38 0.954
37 H 3.417 1.497 -3.033  O38 0.927
38 O 3.651 2.031 -2.312  H36 0.954, H37 0.927
39 H 0.245 1.439 -1.063  O41 1.037
40 H 1.234 2.770 -1.011  O41 0.925
41 O 0.921 2.033 -0.546  H39 1.037, H40 0.925
42 H 2.037 -2.890 1.649  O44 0.985
43 H 2.496 -1.790 2.758  O44 0.982
44 O 2.743 -2.610 2.276  H42 0.985, H43 0.982
45 H -3.948 -1.757 1.316  O47 0.958
46 H -3.424 -2.841 0.382  O47 0.928
47 O -4.184 -2.540 0.819  H45 0.958, H46 0.928
48 H 1.254 0.944 -3.368  O50 0.941
49 H 0.826 -0.112 -4.304  O50 0.944
50 O 1.600 0.252 -3.903  H48 0.941, H49 0.944
51 H 1.310 -0.428 4.203  O53 0.956
52 H 2.154 0.020 3.159  O53 0.874
53 O 2.219 -0.426 3.908  H51 0.956, H52 0.874

***

Among the records above, which one has the lowest charge? C4H33NO16